1.
C20H37AlF4NSi | ωB97M-V with the def2-TZVPD basis set

Summary:
Kohn-Sham gap = 8.503 eV
HOMO energy = -0.2240 Eh
Total charge = -1
2S+1 = 1
Lowest unoccupied orbital energy = 0.0885 hartree

Structure (XYZ):
```
64
Properties=species:S:1:pos:R:3:forces:R:3
C -6.8657 2.7350 4.4362 -0.0518 -0.8211 0.0489
C -6.5056 1.2192 4.7488 0.2964 0.3168 -1.2111
C -5.4814 0.7122 3.6230 -0.0390 -0.0699 0.5281
C -4.0506 0.4166 4.2051 -0.1137 -0.6189 -0.7065
C -3.0073 -0.0717 3.1238 0.5249 0.0655 0.6419
C -1.6049 -0.2899 3.8203 0.5630 0.6666 -1.1576
C -0.5050 -0.7764 2.7510 -0.4048 0.8867 1.4124
C 0.0666 0.5212 2.0681 0.5202 -1.1586 -1.2590
C 1.1860 0.2207 0.9661 -1.0289 0.3764 0.4062
C 1.7288 1.6241 0.4863 0.6846 -0.6714 0.0255
C 2.8112 1.5547 -0.6717 0.0492 0.5580 1.0250
Si 2.1305 0.8180 -2.2904 1.0819 0.3240 0.5290
C 1.5424 2.1030 -3.5742 -0.5529 0.1897 -1.3522
N 0.1813 1.6563 -4.0495 0.2368 0.1692 0.4493
C 3.4698 -0.3983 -2.9697 -1.0996 -0.9802 -0.3140
C 2.7091 -1.7513 -3.2739 0.1812 -0.1959 0.2017
C 2.2169 -2.4822 -2.0753 -0.7033 -1.2375 -2.3108
C 1.4638 -3.7186 -2.2440 1.1743 1.5623 -1.8474
C 1.2382 -4.2278 -3.6108 0.4584 0.9326 -0.1997
C 0.4167 -5.5611 -3.7465 0.3259 0.5574 0.7163
C 1.7430 -3.5049 -4.7853 0.4476 1.1879 2.0316
C 2.4836 -2.2189 -4.6373 -1.2649 -2.0085 2.4744
H -5.9734 3.2389 3.9699 -0.8420 -0.3211 0.7424
H -7.1737 3.2353 5.3897 0.1450 -0.1222 -1.0478
H -7.6873 2.7656 3.6668 0.7016 0.1399 0.8654
H -7.4142 0.5641 4.6733 0.6906 0.7512 0.4094
H -6.0748 1.1578 5.7814 -0.2663 -0.1830 -0.9555
H -5.8624 -0.2214 3.1196 0.3385 0.8477 0.5348
H -5.4558 1.5118 2.8266 0.2341 -0.8755 0.7149
H -3.6437 1.3184 4.7366 -0.3506 -0.7322 -0.4650
H -4.1278 -0.4256 4.9595 -0.0396 1.0076 -0.6195
H -3.2890 -1.0409 2.6309 -0.1458 0.8055 0.5460
H -2.8894 0.6804 2.2867 -0.1606 -0.6882 0.9532
H -1.6366 -0.9614 4.7175 -0.2539 0.5251 -0.8218
H -1.2493 0.7378 4.1387 -0.4139 -1.1711 0.0979
H 0.3081 -1.3178 3.3175 -0.7418 0.4323 -0.7852
H -1.0193 -1.4792 2.0398 0.7760 0.6577 0.4173
H -0.7975 0.9988 1.5155 0.9968 -0.1339 0.7210
H 0.5336 1.2396 2.7929 -0.7654 -0.6954 -0.3390
H 1.9976 -0.4570 1.3683 -0.6830 0.9175 -0.2586
H 0.6639 -0.3670 0.1632 0.6491 0.6549 0.4679
H 0.8621 2.2694 0.1812 0.6894 -0.5147 0.3361
H 2.2391 2.0800 1.3891 -0.7080 -0.2360 -0.9480
H 3.2216 2.6003 -0.8154 -0.3532 -1.1024 0.0072
H 3.6832 0.9578 -0.2667 -0.8242 0.5302 -0.6634
H 0.9458 0.0064 -1.9228 -0.0611 0.0842 -0.2406
H 2.1936 2.1580 -4.4990 -0.0522 0.1284 1.2741
H 1.4338 3.1410 -3.1657 0.2508 -0.9321 -0.1857
H 0.2575 0.7107 -4.4301 -0.2382 0.5319 -0.0774
H -0.1988 2.3069 -4.7385 0.2705 -0.4976 0.0537
H 4.2021 -0.5540 -2.1329 -0.4188 0.2364 -1.0154
H 3.9391 0.0401 -3.8873 -0.1307 -0.5334 0.8841
H 2.4049 -2.0704 -1.0496 -0.1367 -0.3905 -1.1929
H 1.0791 -4.2755 -1.3498 0.4011 0.5606 -1.0586
H 0.7140 -6.2009 -2.8658 -0.3604 0.4130 -1.0242
H -0.6914 -5.3662 -3.6389 1.1427 -0.1707 -0.2753
H 0.6182 -6.1171 -4.6954 -0.1632 0.5616 0.7773
H 1.5875 -3.8944 -5.8174 -0.0019 0.1751 1.0338
H 2.8444 -1.6510 -5.5292 -0.3009 -0.5974 1.0139
F 8.1211 3.2022 -1.5583 -1.2818 -0.2982 0.0900
Al 6.4201 2.8217 -1.4320 0.1440 0.0762 0.0148
F 6.2215 1.1000 -1.1726 0.0409 1.1954 -0.1994
F 5.6036 3.2819 -2.9104 0.4937 -0.3982 1.0782
F 5.7216 3.6951 -0.0867 0.4439 -0.6694 -0.9920
```
Positions in Å, forces in eV/Å.

***

2.
C16H30B4O16 | ωB97M-V with the def2-TZVPD basis set

Summary:
SMILES string = CCOCB1OB(C)OB(OB(O)O)O1.C[C@@H]1COC(=O)O1.C[C@@H]1COC(=O)O1.C[C@@H]1COC(=O)O1
Kohn-Sham gap = 9.753 eV
HOMO energy = -0.3608 Eh
2S+1 = 1
Lowest unoccupied orbital energy = -0.0023 hartree

Structure (XYZ):
```
66
Properties=species:S:1:pos:R:3:forces:R:3
C -2.7520 0.9226 -1.5816 0.3400 0.3218 -0.2347
C -3.6038 -0.1792 -2.4548 -0.3864 0.9044 -0.0133
O -3.8051 -1.4429 -1.6813 0.4535 0.2851 -2.5328
C -4.1292 -2.5548 -2.6352 -0.6027 -0.6441 0.5499
B -2.7025 -3.2998 -2.9733 1.0333 -1.6499 -0.1036
O -2.2290 -4.3737 -2.0295 1.7900 4.4793 -0.4385
B -0.9434 -3.7865 -1.5094 -0.2149 -1.5481 -1.0878
C -0.8221 -3.1821 0.0199 -0.2142 0.6723 -0.1681
O 0.1726 -3.7655 -2.5194 -4.0334 2.9065 -0.2249
B -0.3700 -2.9127 -3.6298 0.9183 -0.9322 -0.9565
O 0.6258 -1.9956 -4.2872 -2.8366 0.3754 3.7617
B 0.6305 -0.8144 -3.3618 -0.1627 0.2313 0.0951
O 1.5040 -0.8031 -2.1356 -3.6519 -0.9830 -1.4268
O -0.3035 0.2943 -3.7032 3.4785 -2.2665 -1.1825
O -1.7957 -2.9939 -4.0993 1.9153 0.4262 3.7208
H -3.3568 1.3474 -0.6736 1.2973 -1.0809 -2.0298
H -1.7261 0.4694 -1.1767 -2.3285 0.7771 -0.9010
H -2.4327 1.8382 -2.2737 -0.7975 -2.1078 1.2695
H -4.7022 0.1975 -2.7137 2.2884 -0.4709 0.5918
H -3.0720 -0.3541 -3.4843 -0.7707 0.0232 2.0096
H -4.7301 -2.1815 -3.5677 1.0156 -0.5968 1.8033
H -4.7727 -3.3244 -1.9959 1.1907 1.6909 -1.4943
H -1.8381 -3.4004 0.5652 2.2011 0.3740 -0.8192
H -0.7455 -1.9927 -0.0495 -0.2262 -2.3783 0.0812
H 0.1317 -3.5263 0.6075 -1.9582 0.4921 -1.0827
H 1.0494 -1.3907 -1.4346 1.2386 1.1100 -1.6258
H -0.1955 0.3849 -4.7113 -0.7195 -0.3121 2.0595
C -8.5949 0.1848 -0.5378 0.1093 0.0513 -0.3450
C -7.5273 -0.0581 0.5106 -1.2721 -0.1555 -0.6781
C -7.5581 0.9191 1.6460 -0.6625 0.0842 0.6192
O -6.2162 0.8932 2.1016 0.8313 -0.2230 -0.5921
C -5.4494 0.5584 1.0191 2.2432 0.0950 -0.0856
O -4.2340 0.6206 0.9878 -2.7724 -0.1745 0.4821
O -6.2320 0.1510 -0.0262 0.9484 0.3597 0.7448
H -8.3801 -0.3907 -1.4442 -0.0835 -0.0443 0.2203
H -9.5831 -0.0994 -0.1639 0.1646 -0.0032 -0.0115
H -8.6269 1.2383 -0.8357 0.0491 -0.1077 0.1379
H -7.5790 -1.0951 0.8655 0.0139 0.1254 0.0861
H -8.2438 0.6178 2.4430 0.2607 0.0629 -0.0181
H -7.7959 1.9432 1.3371 -0.0701 -0.1558 -0.1487
C 4.7776 -1.2544 -1.9124 0.1368 -0.3168 -0.0579
C 4.7018 -0.6191 -0.5382 -0.4714 -0.2673 -1.4723
C 5.5316 0.6205 -0.3961 -0.1435 0.7722 -0.5076
O 5.7874 0.6530 0.9977 0.0555 -0.7331 0.7050
C 5.7507 -0.6461 1.4254 0.7038 -0.9384 2.0106
O 6.1069 -1.0207 2.5276 -0.7525 0.8878 -2.2798
O 5.2667 -1.4690 0.4458 0.5442 0.5180 1.1663
H 4.3587 -2.2658 -1.8907 -0.1109 0.2564 -0.0197
H 4.2296 -0.6600 -2.6496 0.0104 -0.1030 0.2069
H 5.8155 -1.3522 -2.2484 -0.0713 0.0945 0.1429
H 3.6544 -0.4404 -0.2646 0.1171 0.1095 -0.0408
H 5.0003 1.5222 -0.7136 0.1115 -0.0915 0.2147
H 6.4925 0.5677 -0.9202 -0.1528 -0.1445 -0.0705
C 5.2169 1.8012 4.6624 0.2808 -0.1857 0.2002
C 5.3950 3.3047 4.7381 -0.7585 -1.3283 -0.1366
C 5.7608 3.9391 3.4308 -0.4867 -0.0020 -0.7429
O 6.4390 5.1126 3.8454 0.5103 0.1606 0.8634
C 6.9822 4.8304 5.0690 1.6474 1.2970 1.1769
O 7.7878 5.5371 5.6466 -1.7346 -1.4809 -1.2705
O 6.5040 3.6440 5.5534 0.6002 1.1002 -0.1903
H 5.1919 1.3671 5.6673 -0.1520 0.1267 -0.1408
H 4.2900 1.5422 4.1417 0.1110 0.0791 0.0722
H 6.0533 1.3278 4.1372 -0.1440 0.1150 0.0034
H 4.5024 3.7666 5.1782 0.0686 0.0754 -0.1245
H 4.8858 4.1908 2.8249 0.1978 0.1307 0.1009
H 6.4518 3.3377 2.8294 -0.1341 -0.1453 0.1595
```
Positions in Å, forces in eV/Å.

***

3.
C3H9N3 | ωB97M-V with the def2-TZVPD basis set

Summary:
Kohn-Sham gap = 10.049 eV
Energy above the lowest of the compared OMol25 structures with the same formula, charge and spin = 54.7 kcal per mole
HOMO energy = -0.3389 Eh
2S+1 = 1
Lowest unoccupied orbital energy = 0.0304 hartree

Structure (XYZ):
```
15
Properties=species:S:1:pos:R:3:forces:R:3
C -1.0366 0.2222 0.8365 -0.0636 -2.7949 0.4175
C -1.9148 -0.0404 -0.3540 0.3506 0.8806 -0.4531
C 1.0692 -0.4007 0.0620 0.5735 0.0942 -1.1739
N 1.0759 0.4384 -0.9246 0.2178 -0.4897 0.1240
N 2.0078 -1.3815 0.2797 -0.0138 -0.0728 0.1292
N 0.1211 -0.3128 1.0396 -0.6445 1.2539 0.5152
H 1.9359 0.4604 -1.4632 0.0350 -0.2716 0.0650
H 2.0351 -1.7713 1.2082 0.0057 0.0837 -0.0173
H 2.8935 -1.3061 -0.1929 -0.1156 0.0036 -0.0015
H 0.2308 1.8111 -0.3935 -1.5487 0.9479 1.0724
H -1.5952 0.4029 1.7556 0.1195 0.5938 0.0030
H -0.3839 2.1797 0.0727 1.1536 -0.2437 -0.8152
H -2.4729 0.8653 -0.5915 -0.1271 -0.0798 -0.1148
H -2.6288 -0.8291 -0.1096 0.0479 0.0472 0.2353
H -1.3372 -0.3382 -1.2249 0.0094 0.0475 0.0143
```
Positions in Å, forces in eV/Å.

***

4.
C6H4NO2 | ωB97M-V with the def2-TZVPD basis set

Summary:
Kohn-Sham gap = 6.785 eV
Energy above the lowest of the compared OMol25 structures with the same formula, charge and spin = 43.7 kcal per mole
HOMO energy = -0.0965 Eh
Total charge = -1
2S+1 = 1
Lowest unoccupied orbital energy = 0.1528 hartree

Structure (XYZ):
```
13
Properties=species:S:1:pos:R:3:forces:R:3
C -1.7084 0.5339 -0.0536 0.2890 0.1294 0.1622
C -0.5366 1.1431 -0.3227 -0.1390 0.5147 -0.1848
C -1.7496 -0.9005 0.1036 -1.2536 0.3694 0.1382
C 0.6145 0.3051 -0.4165 -1.4319 -1.4069 0.1605
C -0.6993 -1.6807 -0.1061 2.3039 -0.7013 -0.4577
C 1.8460 0.3138 0.2031 0.0571 0.2170 -0.5582
N 2.6204 0.0540 1.1526 0.5671 -0.0385 0.7094
O 1.9044 0.7846 -1.0843 0.6613 0.1333 0.0427
O -0.0591 -2.6893 -0.1007 -0.8398 0.7450 0.1190
H -2.6310 1.0878 0.0671 -0.0065 0.0573 -0.0315
H -0.4861 2.1962 -0.5890 0.0000 0.0939 0.1112
H -2.7179 -1.3808 0.2119 0.0654 -0.1731 0.0202
H 3.6027 0.2327 0.9347 -0.2729 0.0597 -0.2311
```
Positions in Å, forces in eV/Å.

***

The lowest Kohn-Sham gap belongs to which entry? C6H4NO2

***

What is the lowest unoccupied orbital energy in the first record? 0.0885 hartree